C43H49CaCl2N11O3SbSeSi3 | wB97M-V/def2-TZVPD

The energy above the lowest of the compared OMol25 structures with the same formula, charge and spin comes out at 0.0 kcal/mol. The charge is -1. The HOMO-LUMO gap comes out at 2.678 eV.

```
114
Properties=species:S:1:pos:R:3:forces:R:3:mulliken_charge:R:1
C 3.248 -3.937 -0.631 -1.0 1.5 -0.3 -0.36
C 4.028 -3.806 -1.791 0.5 1.4 0.2 0.75
H 0.983 6.841 -4.005 0.1 0.2 0.0 0.37
N 7.210 -5.677 6.903 -0.2 0.4 -0.5 -0.50
Cl 4.738 -5.181 -2.495 0.7 -1.1 -0.4 -0.31
O -1.931 2.724 0.161 0.4 1.6 0.9 -0.04
H -5.211 1.931 -0.355 -0.1 -0.1 -0.8 0.43
O 1.859 -0.554 -0.538 0.8 -0.3 -0.3 -0.66
H 1.014 4.565 -6.227 0.3 -0.3 -0.2 0.22
H 4.947 -2.552 -3.250 0.0 0.3 -0.1 0.47
C -4.697 -1.106 6.198 0.6 0.3 -0.7 -0.42
C -2.536 -2.127 -0.404 -0.8 1.1 1.8 -0.88
N 4.427 -0.979 2.939 1.6 3.4 1.2 0.14
H -2.995 4.540 -1.406 -0.9 -0.2 0.5 0.10
C -4.132 1.652 -5.169 -0.6 -1.1 0.4 -1.04
C -5.242 -1.041 4.870 -0.1 -0.6 1.6 -0.66
H -4.901 2.413 -4.990 0.5 0.1 0.2 0.33
H -3.201 4.624 -5.756 0.0 -0.5 0.1 0.30
H 2.970 3.420 -3.072 -0.1 0.1 0.4 0.20
H -4.529 1.073 -6.007 -0.3 -0.4 0.0 0.33
H 2.649 1.724 2.597 -0.3 1.1 -0.2 0.61
Ca 0.298 -0.772 1.146 0.3 1.4 -1.7 2.35
H 5.174 1.142 3.348 0.1 -0.6 0.0 0.47
C 3.032 -5.125 0.077 -0.4 -1.1 0.4 -0.81
C 3.229 -1.345 2.515 -1.7 -0.4 -0.5 -0.64
H -1.880 -0.100 -6.537 -0.2 -0.4 0.2 0.11
N -1.163 -1.928 5.262 -1.5 -0.1 3.5 0.12
Sb -0.901 2.427 -3.632 -0.5 0.0 -0.2 -0.04
C 6.860 -4.892 6.132 0.2 -0.6 0.4 0.03
C -2.579 -1.605 5.234 0.9 0.3 1.2 0.10
H -4.065 0.970 -4.265 -0.1 0.8 -1.0 0.20
C 6.362 -2.538 5.740 -0.9 0.2 -2.2 -0.73
O -0.075 3.598 -0.733 -2.9 0.9 3.7 -0.04
H 1.673 3.043 -1.882 0.4 0.2 -0.1 0.04
C 2.009 -5.197 1.024 0.8 -0.2 0.2 -1.23
H -0.458 -2.522 -5.240 -0.1 0.5 0.1 0.41
H -6.308 -0.850 4.838 0.0 0.0 -0.4 0.41
H -4.266 5.428 -0.528 -0.2 0.2 0.0 0.37
H -5.347 -0.857 7.035 0.2 -0.2 -0.1 0.39
C -2.203 -1.539 2.868 -1.5 0.9 -2.3 -0.11
C -2.684 3.968 -6.472 0.1 0.7 -1.5 -1.10
C -0.382 2.102 3.151 0.5 -2.1 -1.0 -0.07
C 4.379 0.462 3.067 -1.1 -0.9 -0.7 -0.85
N -0.847 -1.653 2.988 0.2 -1.2 1.4 0.43
H 0.424 -3.964 2.004 0.5 -0.6 -0.2 0.24
H -2.918 -2.687 -4.868 -0.1 0.0 0.0 0.41
H -0.049 6.274 -2.669 0.0 0.1 0.1 0.26
H 1.656 2.925 -5.831 -0.6 0.1 0.4 0.32
H 2.701 4.263 -5.649 -0.7 0.4 0.1 0.40
H -0.669 6.203 -4.334 1.0 -0.1 0.6 0.24
H 3.679 -5.979 -0.219 -0.8 0.5 0.5 0.37
C -4.670 1.904 0.565 0.0 0.0 1.6 -0.77
N -1.991 -1.716 0.677 1.4 0.3 -1.2 0.25
H 1.812 -6.102 1.637 0.2 0.7 -0.7 0.38
H -3.293 4.013 -7.415 0.2 -0.2 0.6 0.37
H -4.414 4.448 2.667 -0.2 0.3 0.0 0.38
C 3.571 -1.455 -1.952 0.2 0.4 0.6 0.41
C 2.491 -2.767 -0.219 -0.1 -1.4 0.2 -0.12
N -2.812 -1.432 1.715 0.1 -1.1 0.8 -0.49
C -3.907 4.431 -0.758 1.2 0.8 0.3 -0.95
C -1.882 -2.208 -1.675 -0.4 -1.2 -2.6 1.03
H 6.745 -2.322 6.706 0.1 0.1 0.7 0.48
H -2.690 4.894 2.550 -0.3 -0.4 -0.1 0.29
C -0.891 -2.334 -4.262 -1.0 -0.2 0.5 -0.99
H -2.337 0.931 -7.950 0.2 -0.3 0.8 0.34
H -3.633 -2.210 -0.374 0.3 -0.2 -0.3 0.28
H 2.982 -2.407 2.441 0.0 0.6 0.0 0.65
C 6.398 -3.873 5.237 0.0 1.6 0.0 0.39
H -3.801 -2.801 -2.636 -0.6 0.3 0.5 0.48
Cl 3.817 0.138 -2.565 0.2 -0.1 -0.4 -0.19
C -3.351 -1.396 6.416 -0.2 -0.2 -1.6 -1.00
Si -3.475 3.346 0.711 1.3 -0.4 -0.8 0.60
C -2.268 -2.490 -4.026 0.7 -0.5 -0.7 -0.19
H -3.201 3.364 3.240 0.4 -0.8 0.5 0.23
C -2.782 -2.504 -2.747 1.8 0.5 0.1 -1.24
H -0.743 -2.131 6.211 -0.6 0.5 -1.8 0.34
H -4.074 0.993 0.642 -0.2 -0.2 0.0 -0.10
C -3.414 4.063 2.469 -0.1 0.9 -1.4 -1.05
C -4.497 -1.321 3.753 -0.2 0.8 0.4 -0.54
C 2.111 3.823 -2.508 0.5 0.8 -0.2 -0.67
H 5.250 -3.369 2.060 -0.2 0.3 0.6 0.58
C 3.114 0.782 2.626 1.7 -0.1 0.8 -0.95
C 4.281 -2.568 -2.401 -1.2 -0.7 0.9 -0.67
C -1.806 0.891 -6.955 0.6 0.8 -1.9 -0.92
N 1.506 -2.841 0.743 0.9 -1.4 -0.6 1.23
N -0.860 3.833 0.151 1.0 -2.4 -3.4 -0.08
C 2.630 -1.512 -0.885 -0.9 0.8 0.0 0.29
C 5.996 -4.139 3.922 -0.3 0.5 0.4 -0.71
N -0.110 1.411 2.224 -0.6 1.6 1.8 -0.89
H -0.720 1.055 -7.201 -1.0 0.0 0.4 0.25
C 5.298 -1.824 3.639 0.5 -1.5 1.2 0.30
C -0.417 -1.916 4.191 -0.3 0.7 -1.4 -0.96
H 2.433 4.713 -1.916 -0.1 -0.7 -0.1 0.29
Se -0.779 2.786 4.798 0.2 0.0 -0.5 -0.34
H -1.760 4.558 -6.737 -0.5 -0.9 0.3 0.21
H -4.975 -1.346 2.748 0.9 0.1 0.9 0.39
C 1.623 3.974 -5.523 1.4 0.8 -0.8 -1.16
H 0.989 -1.904 -3.201 -1.0 -0.2 -0.3 0.24
H -2.888 -1.438 7.392 -0.1 0.0 0.0 0.38
N -0.564 -2.042 -1.889 -1.1 0.3 0.4 0.21
N 2.412 -0.315 2.303 0.3 -2.4 0.2 0.41
C -0.112 -2.083 -3.150 1.5 0.2 0.9 0.08
Si -2.441 2.198 -5.766 1.4 1.7 1.9 0.13
H 6.019 -5.154 3.570 0.2 -0.2 -0.2 0.48
H 5.598 -0.452 5.380 0.5 -1.7 -0.7 0.34
H -4.653 3.881 -1.296 -0.4 -0.1 -0.6 0.27
H 0.614 -2.105 4.297 1.2 -0.2 0.4 0.57
C 1.274 -4.020 1.304 -0.4 0.8 0.0 -0.56
C 0.261 6.088 -3.696 -1.1 0.5 -0.8 -1.05
C -3.103 -1.447 3.980 -0.8 -0.6 -0.1 0.78
Si 0.884 4.347 -3.839 -1.1 -2.6 -0.2 0.12
C 5.475 -3.131 3.108 0.5 0.4 0.6 -0.06
H -5.444 1.904 1.372 0.6 -0.1 -0.4 0.29
C 5.791 -1.496 4.957 -0.5 -0.3 -0.5 -0.57
```
Forces are in eV/Å.